{"formula": "C43H55As2BrCl5FeNO10P", "method": "ωB97M-V/def2-TZVPD", "species": ["Fe", "O", "C", "C", "C", "N", "C", "Br", "C", "H", "H", "H", "H", "C", "O", "C", "O", "C", "C", "As", "C", "C", "C", "As", "C", "C", "O", "O", "C", "C", "O", "O", "C", "C", "O", "O", "C", "H", "H", "H", "H", "H", "H", "H", "H", "H", "H", "H", "H", "H", "H", "H", "H", "H", "H", "Cl", "C", "C", "C", "Cl", "C", "Cl", "C", "Cl", "C", "Cl", "O", "P", "C", "C", "C", "C", "C", "C", "C", "C", "C", "C", "C", "C", "C", "C", "C", "C", "C", "C", "H", "H", "H", "H", "H", "H", "H", "H", "H", "H", "H", "H", "H", "H", "H", "H", "H", "H", "H", "H", "H", "H", "H", "H", "H", "H", "H", "H", "H", "H", "H", "H", "H"], "positions_angstrom": [[-1.31, 0.90, 0.48], [-1.92, 6.97, 0.03], [-1.90, 5.65, 0.03], [-1.33, 4.84, -0.96], [-1.43, 3.49, -0.81], [-2.00, 2.89, 0.27], [-2.61, 3.69, 1.18], [-3.52, 2.84, 2.58], [-2.60, 5.06, 1.10], [-1.37, 7.39, -0.64], [-0.88, 5.33, -1.82], [-1.04, 2.80, -1.54], [-3.12, 5.68, 1.83], [-0.25, 1.64, -4.34], [0.25, 0.52, -3.56], [1.35, 0.59, -2.81], [1.99, -0.37, -2.54], [1.57, 1.88, -2.02], [2.16, 2.99, -2.43], [2.50, 4.69, -1.48], [4.43, 4.59, -1.39], [2.03, 4.25, 0.34], [1.30, 3.20, 0.75], [1.10, 1.53, -0.21], [2.71, 0.71, 0.42], [0.63, 3.16, 2.09], [0.41, 4.10, 2.78], [0.22, 1.88, 2.40], [-0.16, 1.72, 3.81], [2.47, 5.31, 1.33], [3.20, 5.05, 2.23], [2.10, 6.55, 0.93], [2.71, 7.62, 1.73], [2.61, 3.00, -3.88], [2.63, 1.98, -4.52], [2.98, 4.18, -4.30], [3.43, 4.27, -5.69], [-1.27, 1.82, -4.03], [-0.28, 1.36, -5.40], [0.28, 2.57, -4.23], [4.73, 4.82, -2.41], [4.75, 3.58, -1.08], [4.77, 5.41, -0.70], [3.44, 1.42, 0.14], [2.88, -0.25, -0.06], [2.64, 0.62, 1.50], [-0.12, 0.65, 4.00], [-1.15, 2.10, 3.93], [0.55, 2.29, 4.41], [2.21, 8.51, 1.42], [3.78, 7.66, 1.51], [2.59, 7.43, 2.82], [3.57, 5.34, -5.85], [2.67, 3.81, -6.33], [4.38, 3.73, -5.80], [-3.14, 0.75, -2.10], [-3.88, 0.02, -0.71], [-3.19, 0.13, 0.47], [-3.66, -0.39, 1.65], [-2.64, -0.23, 3.07], [-4.88, -1.06, 1.68], [-5.50, -1.53, 3.17], [-5.59, -1.29, 0.48], [-6.99, -2.23, 0.45], [-5.09, -0.74, -0.71], [-5.91, -0.88, -2.19], [-0.59, -1.00, 0.68], [-0.14, -2.44, 0.45], [1.51, -2.61, 1.16], [2.11, -4.07, 1.36], [2.49, -4.36, 2.81], [3.48, -3.34, 3.38], [3.07, -1.91, 2.95], [1.63, -1.79, 2.46], [-1.30, -3.63, 1.18], [-1.37, -3.71, 2.73], [-2.05, -5.05, 3.14], [-3.05, -5.54, 2.07], [-3.72, -4.35, 1.40], [-2.72, -3.61, 0.53], [0.11, -2.71, -1.34], [0.38, -4.21, -1.73], [-0.75, -4.81, -2.61], [-0.92, -3.95, -3.89], [-0.93, -2.42, -3.60], [-1.06, -2.08, -2.11], [2.13, -2.13, 0.42], [2.94, -4.21, 0.69], [1.35, -4.79, 1.09], [2.84, -5.38, 2.92], [1.60, -4.28, 3.43], [4.52, -3.53, 3.10], [3.51, -3.43, 4.48], [3.72, -1.64, 2.12], [3.29, -1.20, 3.77], [1.34, -0.74, 2.30], [0.95, -2.17, 3.22], [-0.95, -4.61, 0.87], [-1.91, -2.85, 3.12], [-0.37, -3.71, 3.15], [-2.52, -4.94, 4.13], [-1.26, -5.80, 3.29], [-3.80, -6.23, 2.51], [-2.53, -6.13, 1.32], [-4.03, -3.69, 2.21], [-4.61, -4.63, 0.83], [-3.03, -2.58, 0.37], [-2.65, -4.11, -0.43], [1.01, -2.11, -1.54], [0.52, -4.85, -0.84], [1.33, -4.30, -2.28], [-1.67, -4.79, -2.03], [-0.55, -5.85, -2.80], [-1.86, -4.26, -4.35], [-0.11, -4.16, -4.63], [-1.65, -1.89, -4.21], [0.03, -2.00, -3.90], [-2.02, -2.40, -1.76], [-1.05, -1.00, -2.02]], "fmax_ev_per_a": 2.10, "spin_multiplicity": 6, "total_energy_ha": -13429.75101, "total_charge": 2, "gap_ev": [8.28, 5.80]}